This record from the Open Molecules 2025 dataset describes 2 unconnected molecules or ions with the total composition C4H7N3 at a distorted geometry. The level of theory is wB97M-V/def2-TZVPD.

Results
DFT total energy (hartree): -320.75723
LUMO energy (eV): 0.1
Gap between HOMO and LUMO (Ha): 0.29320
Energy relative to the best compared isomer or geometry (same formula, charge and spin) (kJ/mol): 331.0

Structure (ORCA input):
```
! wB97M-V def2-TZVPD RIJCOSX def2/J DEFGRID3
* xyz 0 1
C -2.42482 0.27869 -0.04764
C -0.26969 -0.42688 0.03584
C 1.51667 1.02612 0.01925
C 2.05556 -0.22691 0.11480
H -2.15523 1.04525 0.84350
H -3.50080 -0.09526 0.21965
H -2.17980 0.93714 -0.92216
H -0.61977 1.74935 0.87260
H 2.01608 1.97489 -0.18246
H 3.05594 -0.50926 -0.18975
H 0.95374 -2.11016 0.11580
N -1.48277 -0.81140 -0.00761
N 0.09592 0.93025 -0.17106
N 0.98165 -1.10428 -0.03427
*
```

Charges obtained by Löwdin population analysis, quoted in units of e:
1. C -0.193
2. C -0.457
3. C -0.161
4. C -0.112
5. H 0.057
6. H 0.100
7. H 0.080
8. H 0.275
9. H 0.098
10. H 0.109
11. H 0.143
12. N -0.014
13. N 0.017
14. N 0.059